{"formula": "H4S3", "method": "the ωB97M-V functional and the def2-TZVPD basis", "homo_energy_ev": -9.602, "lumo_ev": 0.352, "homo_lumo_gap_ev": 9.95, "smiles": "SS.S", "fmax_ev_per_a": 1.73, "elements": ["S", "H", "H", "S", "S", "H", "H"], "positions_angstrom": [[0.92850, 0.43750, -1.93407], [1.25549, 1.49980, -1.22552], [-0.30478, 0.79607, -2.22158], [0.17754, -0.96280, 2.19628], [-1.55210, -0.90498, 1.15878], [1.19648, -1.32495, 1.26556], [-1.70112, 0.45937, 0.76055]], "forces_ev_per_angstrom": [[0.7, -1.0, -0.2], [-0.1, 0.6, 0.2], [-0.5, 0.4, 0.0], [1.5, -0.1, -0.4], [-0.6, 1.2, -0.9], [-1.5, 0.5, 0.7], [0.5, -1.5, 0.6]], "nbo_charge": [-0.279, 0.140, 0.139, -0.140, -0.129, 0.139, 0.129]}

{"formula": "C4H7NO2", "method": "the ωB97M-V functional and the def2-TZVPD basis", "homo_energy_ev": -9.881, "lumo_ev": 0.940, "homo_lumo_gap_ev": 10.82, "smiles": "C/C(=N\\O)[C@H]1CO1", "fmax_ev_per_a": 0.64, "elements": ["C", "C", "N", "O", "C", "C", "O", "H", "H", "H", "H", "H", "H", "H"], "positions_angstrom": [[0.14176, 1.74964, -0.32072], [0.14337, 0.25866, -0.17876], [1.18196, -0.45229, -0.41528], [2.26331, 0.34673, -0.75491], [-1.09921, -0.51495, 0.15306], [-0.96830, -1.79486, 0.83697], [-1.53407, -0.67288, 1.50359], [0.52912, 2.02401, -1.30855], [-0.85895, 2.16243, -0.18466], [0.82269, 2.19695, 0.41122], [2.92977, -0.28997, -1.04389], [-1.95934, -0.33174, -0.49287], [-1.60815, -2.63634, 0.57316], [0.01605, -2.04540, 1.22163]], "forces_ev_per_angstrom": [[0.0, 0.1, 0.0], [0.2, -0.1, 0.0], [-0.6, 0.2, 0.2], [0.3, 0.0, -0.2], [0.1, 0.0, -0.2], [0.1, -0.3, -0.1], [0.1, 0.2, 0.2], [-0.1, 0.0, 0.2], [0.1, -0.1, 0.0], [-0.1, 0.0, -0.1], [-0.1, 0.1, 0.2], [0.3, -0.1, -0.2], [-0.1, 0.3, 0.2], [-0.1, -0.1, -0.2]], "nbo_charge": [-0.684, 0.188, -0.122, -0.574, 0.010, -0.099, -0.482, 0.240, 0.223, 0.244, 0.480, 0.194, 0.184, 0.198]}

{"formula": "C5H11NO3", "method": "the ωB97M-V functional and the def2-TZVPD basis", "homo_energy_ev": -9.281, "lumo_ev": 0.673, "homo_lumo_gap_ev": 9.95, "smiles": "CC(=O)[C@@H](N)O.C=CO", "fmax_ev_per_a": 2.24, "elements": ["C", "N", "O", "H", "H", "H", "H", "H", "C", "C", "C", "C", "O", "O", "H", "H", "H", "H", "H", "H"], "positions_angstrom": [[-1.54769, -0.30620, 1.09012], [-0.33194, -0.30617, 1.87782], [-2.52587, 0.33194, 1.86665], [-2.65385, -0.26203, 2.62596], [-0.31480, 0.54318, 2.43632], [0.48786, -0.25145, 1.26412], [-1.87009, -1.33777, 0.90990], [0.98498, -1.67588, -0.48500], [-1.05172, 1.82358, -0.33922], [-1.36658, 0.35160, -0.29360], [1.82409, -1.11146, -0.87415], [2.32959, -1.30982, -2.09100], [2.27339, -0.17676, 0.01413], [-1.41628, -0.31033, -1.33443], [3.06679, 0.24231, -0.36755], [-1.61463, 2.36053, 0.42684], [0.02023, 1.97285, -0.19211], [-1.34304, 2.22273, -1.31560], [3.16126, -0.73739, -2.48214], [1.88829, -2.06346, -2.73705]], "forces_ev_per_angstrom": [[-0.1, -0.6, -0.1], [0.9, 0.2, -0.5], [-0.5, 0.1, 0.1], [-0.1, 0.4, -0.3], [-0.1, 0.0, -0.1], [-0.1, -0.2, 0.5], [0.2, 0.0, -0.2], [0.1, 0.1, 0.0], [-0.4, 0.2, -0.1], [-0.3, -0.5, -1.6], [0.3, -0.1, -0.8], [-0.4, -0.3, 0.3], [0.4, 0.2, -0.1], [0.1, 0.8, 2.1], [-0.5, -0.1, 0.3], [0.2, 0.0, 0.1], [-0.1, 0.0, 0.1], [0.2, -0.2, 0.1], [0.0, 0.1, 0.1], [0.1, 0.2, 0.2]], "nbo_charge": [0.152, -0.850, -0.711, 0.480, 0.368, 0.377, 0.161, 0.189, -0.737, 0.565, 0.147, -0.529, -0.702, -0.530, 0.485, 0.236, 0.242, 0.242, 0.193, 0.222]}

{"formula": "C5H13NO", "method": "the ωB97M-V functional and the def2-TZVPD basis", "homo_energy_ev": -8.917, "lumo_ev": 0.754, "homo_lumo_gap_ev": 9.67, "smiles": "C=CC[C@@H](C)N.O", "fmax_ev_per_a": 1.70, "elements": ["C", "C", "C", "C", "C", "N", "H", "H", "H", "H", "H", "H", "H", "H", "H", "H", "H", "H", "H", "O"], "positions_angstrom": [[-0.83484, 0.84689, 0.40835], [-0.08662, -0.46668, 0.05775], [-1.11170, -1.53196, -0.46037], [-1.97784, -1.03325, -1.58035], [-1.70513, -0.12361, -2.51363], [0.56849, -1.05888, 1.21108], [-1.86834, 0.60055, 0.65665], [-0.37926, 1.33069, 1.27273], [-0.81097, 1.55310, -0.41695], [0.68081, -0.26041, -0.68853], [-1.75341, -1.61376, 0.41741], [-0.50172, -2.41014, -0.65244], [-3.01388, -1.36596, -1.57464], [-2.47869, 0.53393, -2.87695], [-0.67543, 0.11534, -2.76532], [1.51881, -0.74642, 1.33664], [0.08267, -1.00251, 2.09829], [4.11099, 2.42355, 2.35281], [5.54257, 2.06161, 2.08198], [4.69347, 2.14794, 1.63548]], "forces_ev_per_angstrom": [[0.4, -0.3, -0.1], [-0.9, 0.2, 0.3], [1.2, 1.2, -0.1], [-0.7, 0.0, -0.4], [0.8, 0.0, 0.7], [0.6, -0.5, 0.1], [-0.1, 0.2, 0.0], [0.1, 0.0, 0.0], [-0.2, 0.0, 0.0], [0.0, -0.1, 0.0], [-0.1, -0.8, -0.1], [-0.5, -0.4, 0.0], [-0.1, 0.2, 0.5], [-0.2, -0.5, -0.9], [0.0, 0.5, 0.3], [0.0, 0.1, 0.0], [-0.2, 0.2, -0.3], [-0.1, 0.0, -0.2], [0.1, -0.1, -0.2], [0.0, 0.0, 0.4]], "nbo_charge": [-0.630, -0.031, -0.454, -0.165, -0.410, -0.860, 0.200, 0.205, 0.216, 0.188, 0.205, 0.234, 0.190, 0.204, 0.183, 0.367, 0.358, 0.466, 0.467, -0.932]}

{"formula": "C14H39NO10", "method": "the ωB97M-V functional and the def2-TZVPD basis", "homo_energy_ev": -8.868, "lumo_ev": 0.241, "homo_lumo_gap_ev": 9.11, "smiles": "COCCNCCOC.OCCO.OCCO.OCCO.OCCO", "fmax_ev_per_a": 2.64, "elements": ["C", "C", "O", "O", "H", "H", "H", "H", "H", "H", "C", "C", "O", "O", "H", "H", "H", "H", "H", "H", "C", "C", "O", "O", "H", "H", "H", "H", "H", "H", "C", "C", "O", "O", "H", "H", "H", "H", "H", "H", "C", "O", "C", "C", "N", "C", "C", "O", "C", "H", "H", "H", "H", "H", "H", "H", "H", "H", "H", "H", "H", "H", "H", "H"], "positions_angstrom": [[-2.16109, 0.89320, -3.74554], [-1.40772, 0.00616, -4.77560], [-0.69688, 0.88771, -5.63431], [-3.05516, 0.21381, -2.94609], [-2.63176, 1.70902, -4.29418], [-1.50915, 1.33290, -2.99072], [-2.15721, -0.63674, -5.23717], [-0.76721, -0.69091, -4.23528], [-0.29774, 0.36345, -6.33248], [-2.60231, -0.26641, -2.24902], [-3.71544, -4.24372, 1.99902], [-4.34313, -5.62246, 2.21352], [-3.43753, -6.48686, 2.88744], [-2.42182, -4.22566, 1.28059], [-3.53900, -3.95556, 3.03532], [-4.49370, -3.57746, 1.62686], [-4.57006, -6.00515, 1.21846], [-5.26929, -5.45502, 2.76334], [-3.73758, -7.38575, 2.73394], [-1.88931, -4.87233, 1.74948], [-1.15680, -0.79509, 0.11507], [0.34172, -0.59129, 0.47081], [0.77816, -1.65097, 1.35264], [-1.24925, -1.08609, -1.27462], [-1.85340, 0.04323, 0.10629], [-1.63680, -1.53620, 0.75417], [0.51544, 0.36136, 0.97120], [0.98051, -0.53729, -0.41074], [1.28629, -2.37136, 0.97257], [-1.25194, -2.04597, -1.28972], [4.08961, -2.05432, -0.29504], [3.70721, -3.55908, -0.70036], [2.45931, -3.96631, -0.05903], [4.34143, -1.99950, 1.17432], [3.27575, -1.35351, -0.48105], [4.97484, -1.71648, -0.83387], [4.59941, -4.15589, -0.51087], [3.71816, -3.69482, -1.78182], [2.33920, -4.90784, -0.20284], [3.51601, -2.40140, 1.45494], [-2.47773, 3.92278, 0.20847], [-1.11795, 4.43275, 0.21022], [-0.32876, 4.00192, -0.93436], [1.14497, 4.43935, -0.70503], [1.82432, 3.59233, 0.24087], [2.77712, 4.41831, 1.03346], [3.37227, 3.44335, 2.14029], [2.36986, 3.32742, 3.19952], [1.45337, 2.26495, 3.23161], [-2.36452, 2.85914, -0.00116], [-3.04822, 4.45123, -0.55532], [-2.77960, 4.12184, 1.23675], [-0.58085, 4.51751, -1.86103], [-0.47754, 2.92684, -1.03520], [1.18854, 5.50698, -0.48971], [1.60984, 4.30390, -1.68157], [1.15635, 3.25120, 0.91729], [2.18687, 5.26540, 1.38295], [3.64387, 4.78988, 0.48686], [4.29372, 3.66026, 2.68065], [3.49528, 2.40792, 1.82270], [0.75213, 2.49625, 4.03340], [2.03187, 1.37566, 3.48181], [0.80280, 2.25916, 2.35707]], "forces_ev_per_angstrom": [[1.4, 0.2, 0.2], [-0.6, 0.5, 1.3], [-0.2, -0.5, 0.0], [-2.2, -0.8, -0.3], [-0.3, -0.1, 0.0], [1.0, 0.5, -0.7], [-0.2, 0.2, -0.6], [0.5, 0.1, 0.1], [0.1, 0.0, -0.1], [0.5, -0.2, 0.0], [1.1, -0.9, 1.3], [0.5, 0.4, -1.4], [-0.1, 0.4, 0.0], [-2.3, 0.1, 0.4], [0.3, 0.7, 0.1], [0.6, 0.1, -0.7], [-0.2, -0.4, 0.0], [-0.1, -0.1, 0.2], [0.1, -0.1, 0.1], [0.1, -0.1, 0.1], [0.2, 1.2, -0.5], [-0.2, -0.6, 0.8], [-0.3, 0.8, 0.5], [-0.2, -1.5, -0.3], [0.7, 0.8, 1.1], [0.4, -0.4, -0.1], [-0.1, -0.1, 0.4], [-0.4, -0.2, -0.3], [-0.1, 0.1, -0.8], [0.0, -0.3, -0.7], [-0.5, -1.6, 1.4], [0.7, 1.6, -0.1], [1.5, 0.7, -0.5], [-0.2, -0.3, -2.4], [-0.1, -0.1, -0.3], [0.0, -0.2, 0.2], [-0.2, -0.4, 1.3], [-1.0, 0.5, -0.4], [0.0, -0.1, 0.0], [-0.1, 0.0, 0.9], [2.2, 0.5, 0.1], [0.3, -0.2, -1.0], [0.4, 1.3, 1.3], [-1.3, -1.4, -1.0], [1.1, 0.7, 0.4], [0.9, -2.3, 0.8], [-2.4, -0.2, 1.0], [0.5, 1.4, 0.2], [0.4, 0.7, 0.3], [-0.7, -0.2, 0.0], [-0.3, -0.2, 0.1], [-0.6, -0.2, -0.3], [-0.8, -0.1, -0.1], [0.4, -0.2, -0.2], [-0.2, 0.2, 0.3], [0.2, 0.1, -0.2], [-0.2, 0.1, -0.1], [0.5, 0.2, 0.9], [-0.3, 0.0, -0.7], [0.0, 0.9, -0.4], [0.2, 0.1, -1.0], [0.2, -0.1, 0.3], [-0.6, -0.6, -0.5], [0.2, -0.7, -0.3]], "nbo_charge": [-0.063, -0.093, -0.718, -0.746, 0.174, 0.153, 0.160, 0.152, 0.469, 0.494, -0.091, -0.093, -0.729, -0.729, 0.165, 0.193, 0.162, 0.168, 0.476, 0.478, -0.112, -0.094, -0.757, -0.745, 0.178, 0.206, 0.183, 0.184, 0.490, 0.480, -0.094, -0.107, -0.752, -0.711, 0.174, 0.195, 0.179, 0.171, 0.486, 0.464, -0.245, -0.569, -0.070, -0.232, -0.626, -0.242, -0.073, -0.577, -0.241, 0.166, 0.177, 0.197, 0.173, 0.167, 0.181, 0.186, 0.354, 0.190, 0.189, 0.195, 0.183, 0.191, 0.180, 0.146]}